The following is a DFT calculation (the ωB97M-V functional and the def2-TZVPD basis) of a 9-piece molecular cluster, C24H72N6O12S overall at a distorted geometry.

The HOMO-LUMO gap is 8.689 eV. The HOMO energy comes out at -0.302 Eh. For the total energy, the calculation gives -70398.26835 eV. As for the net charge: 0.

Positions of all 115 atoms, in Å:
O (16.469, -11.719, -22.321)
H (19.414, -13.945, -18.699)
H (17.359, -11.588, -20.776)
N (13.322, -15.712, -21.220)
C (18.555, -7.395, -26.878)
H (12.693, -9.979, -22.226)
C (11.425, -12.375, -26.494)
H (21.412, -13.405, -22.592)
H (13.885, -9.378, -27.118)
C (14.936, -14.446, -27.115)
N (11.952, -9.673, -21.591)
N (15.470, -8.554, -24.272)
H (15.027, -9.325, -23.735)
H (14.576, -12.874, -25.163)
O (14.486, -10.515, -22.676)
H (12.229, -11.583, -24.049)
O (12.988, -13.350, -19.901)
H (9.933, -5.633, -24.895)
H (14.979, -14.904, -28.104)
H (13.694, -7.776, -26.522)
H (11.254, -6.756, -25.442)
H (16.222, -8.048, -27.628)
H (10.574, -17.495, -20.427)
H (17.824, -13.126, -18.149)
H (11.481, -11.308, -26.723)
H (19.077, -13.127, -21.494)
H (12.895, -12.986, -23.589)
C (12.019, -16.371, -21.505)
H (17.088, -10.564, -23.071)
H (12.368, -9.700, -20.666)
C (11.553, -8.271, -21.853)
H (13.963, -16.490, -21.088)
O (11.127, -15.756, -19.375)
H (13.154, -14.284, -20.317)
H (11.176, -10.052, -17.481)
H (14.829, -7.776, -24.147)
S (15.028, -11.681, -21.982)
H (14.346, -15.111, -26.480)
O (20.958, -13.131, -20.563)
H (13.315, -9.128, -25.423)
C (11.928, -10.845, -17.582)
H (12.193, -8.114, -23.870)
C (18.521, -13.367, -18.953)
H (16.858, -9.033, -23.725)
H (10.424, -13.113, -17.436)
H (18.213, -9.454, -22.892)
H (14.104, -11.531, -26.210)
C (11.435, -16.863, -20.196)
H (22.523, -14.087, -21.432)
H (11.292, -17.997, -22.738)
O (11.770, -11.822, -16.582)
O (14.239, -13.217, -27.232)
H (13.649, -12.615, -20.259)
C (13.985, -8.781, -26.206)
C (15.436, -8.873, -25.725)
H (19.700, -11.524, -19.003)
C (16.306, -7.936, -26.542)
O (17.642, -8.109, -26.084)
C (21.883, -13.223, -21.623)
H (11.381, -16.546, -17.534)
H (13.108, -8.115, -16.966)
C (12.241, -17.494, -22.520)
H (15.972, -14.317, -26.795)
O (10.401, -7.038, -23.519)
C (13.290, -9.051, -16.437)
H (11.654, -12.792, -27.482)
H (12.491, -14.033, -25.553)
H (12.242, -17.444, -19.734)
C (11.239, -8.193, -23.337)
O (17.545, -9.760, -23.530)
C (19.760, -12.482, -20.930)
H (12.105, -12.987, -20.094)
H (19.950, -11.564, -21.499)
H (9.742, -16.833, -18.116)
H (12.666, -17.198, -23.475)
H (12.827, -18.300, -22.065)
H (10.432, -12.664, -26.162)
H (17.186, -11.294, -19.237)
N (17.885, -11.218, -19.967)
H (22.572, -12.376, -21.677)
O (14.327, -12.889, -22.446)
H (11.779, -11.252, -18.590)
H (10.311, -15.168, -17.655)
H (9.659, -11.834, -16.352)
N (12.154, -12.589, -24.177)
H (14.264, -9.023, -15.946)
H (14.072, -10.415, -19.330)
H (11.382, -15.625, -21.989)
C (10.522, -12.468, -16.556)
C (10.323, -6.650, -24.881)
C (19.030, -12.092, -19.647)
H (16.071, -6.876, -26.360)
C (12.489, -12.937, -25.568)
H (13.625, -15.232, -22.061)
H (12.799, -7.322, -20.408)
H (18.634, -7.700, -27.926)
H (12.467, -6.335, -21.840)
H (18.384, -6.312, -26.890)
H (15.827, -9.890, -25.809)
H (13.601, -7.717, -22.019)
C (10.563, -16.114, -18.128)
O (14.866, -11.601, -20.511)
H (12.542, -9.123, -15.646)
H (14.671, -9.163, -18.580)
C (12.725, -7.340, -21.491)
H (17.921, -14.067, -19.545)
H (10.731, -8.075, -21.164)
H (19.548, -7.517, -26.445)
H (13.984, -10.992, -17.132)
H (10.738, -9.070, -23.756)
H (9.562, -7.299, -25.335)
C (13.292, -10.201, -17.450)
H (10.575, -13.198, -15.744)
N (13.785, -9.641, -18.717)
C (13.921, -12.583, -25.991)

Cartesian forces (eV/Å) of the 6 atoms listed first:
0.9 -0.2 -0.4
-0.3 -0.1 0.8
0.7 0.2 0.5
-0.5 0.2 0.1
0.9 0.5 0.2
-0.2 0.3 0.3